98
Properties=species:S:1:pos:R:3 method="wB97M-V/def2-TZVPD" multiplicity=3 total_charge=+2 lumo_energy_ev="-5.49 / -4.48" e_homo_ev="-12.94 / -12.96" orbital_gap_ev="7.5 / 8.5" s_squared=2.056 molar_mass_g_mol=659.7
V 0.577 -0.706 0.245
C 3.713 -0.729 1.267
C 3.180 0.532 2.017
O 1.769 0.344 2.218
C 1.354 0.128 3.566
C -0.018 -0.499 3.379
O 0.110 -1.540 2.405
C 0.964 -2.622 2.921
C 0.738 -3.813 2.032
O 1.140 -3.474 0.715
C 2.551 -3.600 0.527
C 3.019 -2.452 -0.338
O 2.737 -1.136 0.268
H 3.895 -1.544 1.939
H 4.678 -0.535 0.706
H 3.379 1.430 1.449
H 3.710 0.609 2.970
H 1.289 1.086 4.121
H 2.070 -0.542 4.089
H -0.638 0.220 2.955
H -0.476 -0.835 4.290
H 0.559 -2.853 3.924
H 2.017 -2.359 3.051
H -0.317 -4.065 2.048
H 1.366 -4.652 2.400
H 2.741 -4.531 0.078
H 3.127 -3.534 1.483
H 2.522 -2.453 -1.312
H 4.107 -2.525 -0.479
C -4.299 0.734 1.465
C -2.950 0.078 1.712
C -3.055 -0.986 2.819
P -1.974 -0.488 0.189
C -2.802 -1.896 -0.648
C -4.339 -1.928 -0.642
C -2.330 -3.231 -0.099
C -1.924 0.876 -0.908
C -3.119 1.426 -1.394
C -3.173 2.672 -2.035
C -4.470 3.367 -2.401
C -1.957 3.351 -2.137
C -0.761 2.824 -1.631
C -0.737 1.591 -0.988
N 0.435 1.065 -0.350
C 1.447 2.023 -0.085
C 2.580 2.044 -0.890
C 2.634 1.154 -2.045
C 3.632 2.877 -0.531
C 3.539 3.813 0.541
C 4.591 4.877 0.631
C 2.354 3.754 1.300
C 1.279 2.915 1.018
C -0.014 2.920 1.770
H -4.633 1.055 2.451
H -5.052 0.082 1.140
H -4.346 1.642 0.834
H -2.321 0.952 1.968
H -3.970 -1.551 2.561
H -3.238 -0.514 3.823
H -2.210 -1.650 2.912
H -2.361 -1.798 -1.605
H -4.733 -2.212 0.326
H -4.687 -2.769 -1.238
H -4.799 -0.983 -0.950
H -2.531 -3.319 0.954
H -1.287 -3.321 -0.213
H -2.847 -4.010 -0.578
H -4.061 0.860 -1.277
H -4.671 3.350 -3.474
H -4.561 4.323 -2.025
H -5.296 2.803 -2.017
H -1.909 4.354 -2.563
H 0.152 3.366 -1.719
H 1.906 1.399 -2.815
H 2.578 0.073 -1.814
H 3.621 1.260 -2.523
H 4.481 2.839 -1.197
H 5.532 4.586 0.247
H 4.691 5.268 1.645
H 4.302 5.705 -0.006
H 2.291 4.484 2.158
H 0.140 3.359 2.776
H -0.366 1.907 1.955
H -0.826 3.536 1.311
C 1.660 -1.749 -3.997
P 0.161 -1.640 -3.087
C -0.830 -0.386 -3.799
C -0.790 -3.160 -3.436
O 0.295 -1.485 -1.579
H 1.413 -1.846 -5.049
H 2.315 -2.541 -3.698
H 2.234 -0.804 -3.778
H -0.998 -0.443 -4.900
H -0.300 0.538 -3.553
H -1.709 -0.384 -3.172
H -0.921 -3.229 -4.514
H -1.761 -3.098 -2.940
H -0.212 -4.026 -3.144